107
Properties=species:S:1:pos:R:3:forces:R:3:lowdin_charge:R:1 method="wB97M-V/def2-TZVPD" e_homo_ev=-10.497 lumo_ev=-3.12 charge=+1 spin_multiplicity=1
C -0.687170 -5.736772 1.057895 0.013 0.181 -0.225 -0.10
C -0.878927 -4.974401 -0.241557 -0.020 -0.164 0.798 -0.25
C -0.181455 -3.634266 -0.112365 0.148 -0.404 -0.716 -0.19
C -0.392159 -2.681529 -1.284495 -0.072 -0.132 0.349 -0.30
C -1.876068 -2.570900 -1.575923 0.067 0.066 -0.083 -0.05
C 0.265985 -1.294957 -1.125609 -0.539 0.189 1.865 -0.15
C 0.388766 -0.705275 0.321861 0.206 1.002 -0.280 -0.18
C -0.547370 0.467324 0.664873 -0.071 -1.004 0.043 -0.17
C -1.985840 0.052414 0.822890 0.014 0.934 0.257 -0.23
C -2.803883 1.321360 1.071385 0.422 0.115 0.407 -0.49
S -3.949231 1.151924 2.451499 -1.186 -0.004 0.135 0.89
C -4.027447 2.711758 3.343439 0.299 -0.091 -1.015 -1.08
S -2.695221 3.522532 3.754729 0.556 0.239 -0.165 0.73
N -5.341873 3.132732 3.699653 0.922 0.200 0.708 -0.20
C -5.642651 4.464445 3.095218 -1.111 -0.351 -0.373 -0.31
C -6.640920 5.306883 3.869235 0.801 -0.038 -0.204 -0.07
C -5.346444 3.169183 5.188649 -0.702 -0.701 0.350 -0.27
C -6.678120 2.681840 5.754170 0.372 0.069 -0.586 -0.06
C 1.701481 -0.021291 0.331796 -1.327 -0.595 1.185 0.02
N 2.373101 -0.230156 -0.698217 0.057 0.823 -0.250 0.18
C 1.686613 -1.153611 -1.606828 2.285 -1.723 -2.627 -0.34
C 2.519305 -2.460147 -1.417880 -0.086 0.595 -0.183 -0.11
C 3.967275 -2.357030 -1.873140 -0.068 -0.443 0.540 -0.21
C 4.869404 -3.403294 -1.230675 0.464 0.129 -1.522 -0.18
C 6.277510 -3.236690 -1.840634 -0.485 0.550 1.339 -0.19
C 7.421599 -3.391728 -0.829884 0.134 0.390 -1.428 -0.16
C 8.532433 -2.398704 -1.187953 0.722 -1.065 0.330 -0.16
O 9.846477 -3.012087 -1.173882 -0.881 0.082 -0.537 -0.03
C 10.482144 -2.659932 -0.009504 -4.959 -6.974 0.122 -0.63
C 10.154490 -3.530689 1.171058 -0.568 -0.122 -0.584 0.04
O 11.163038 -1.785838 0.048686 6.122 7.708 0.354 0.23
C 1.981146 -0.710643 -3.069389 -0.542 1.045 1.234 -0.12
C 1.010262 0.261348 -3.714405 0.012 -0.898 -0.479 -0.68
C -0.184825 -0.422711 -4.331521 -0.149 0.633 0.208 -0.10
Cl 0.569084 1.625732 -2.644807 0.035 0.107 0.100 0.70
H 0.358041 -5.890166 1.262235 0.498 -0.288 0.137 0.07
H -1.092220 -5.164950 1.877522 -0.168 0.289 0.382 0.07
H -1.212695 -6.671202 1.054001 -0.099 -0.634 -0.049 0.07
H -0.517286 -5.551546 -1.079967 0.199 -0.118 -0.390 0.12
H -1.941929 -4.870385 -0.350771 -0.547 0.237 -0.319 0.10
H 0.871168 -3.857836 -0.021208 0.392 0.002 0.262 0.10
H -0.501467 -3.214734 0.829189 -0.215 0.437 0.289 0.11
H 0.037442 -3.135474 -2.167982 0.281 -0.196 -0.326 0.14
H -2.434198 -2.336480 -0.688255 -0.320 0.287 0.412 0.08
H -2.257936 -3.513395 -1.911641 -0.155 -0.541 -0.288 0.08
H -2.096111 -1.858564 -2.356736 -0.129 0.393 -0.138 0.08
H -0.446678 -0.638026 -1.583631 0.209 0.704 -0.715 0.10
H 0.400299 -1.415120 1.131511 -0.198 -0.472 0.371 0.14
H -0.448707 1.232633 -0.089400 0.025 0.321 -0.316 0.09
H -0.197292 0.861259 1.604822 0.011 0.411 0.451 0.08
H -2.331272 -0.406562 -0.081578 -0.271 -0.536 -0.267 0.09
H -2.049075 -0.604500 1.675883 -0.213 -0.551 0.131 0.11
H -2.116394 2.117655 1.302208 0.147 0.512 0.259 0.05
H -3.323691 1.599826 0.169574 -0.474 0.155 -0.184 0.04
H -4.765812 5.062065 2.892418 0.550 0.020 0.268 0.06
H -6.104226 4.285626 2.133697 -0.004 -0.154 -0.058 0.00
H -6.130693 5.775977 4.688361 -0.082 0.209 0.714 0.07
H -6.941958 6.100804 3.211793 -0.266 0.424 -0.320 0.05
H -7.515089 4.775929 4.188462 -0.367 -0.266 0.191 0.07
H -4.629475 2.440646 5.513976 0.574 -0.225 0.166 0.09
H -5.023196 4.105947 5.616538 0.053 0.500 -0.148 0.10
H -6.913113 3.132934 6.701216 -0.172 0.201 0.380 0.08
H -6.628500 1.613862 5.859658 -0.046 -0.548 0.258 0.07
H -7.451325 2.849999 5.032056 -0.619 0.306 -0.142 0.06
H 1.984960 0.618324 1.134074 0.581 0.411 0.500 0.13
H 3.276221 0.205945 -0.820875 0.106 -0.139 -0.522 0.19
H 2.469792 -2.718461 -0.373262 0.098 -0.200 0.489 0.12
H 2.062230 -3.255880 -1.982521 -0.283 -0.342 -0.095 0.13
H 4.432062 -1.394852 -1.691818 -0.042 0.447 0.131 0.10
H 4.015699 -2.517283 -2.937171 0.068 0.088 -0.533 0.12
H 4.906098 -3.301495 -0.161073 -0.154 -0.102 0.522 0.11
H 4.504831 -4.370649 -1.544176 -0.301 -0.521 0.506 0.12
H 6.320109 -2.216781 -2.195385 0.077 0.429 -0.312 0.09
H 6.402731 -3.864563 -2.705914 0.171 -0.334 -0.287 0.12
H 7.109737 -3.196307 0.180283 -0.337 -0.193 0.462 0.10
H 7.808832 -4.386515 -0.934222 0.336 -0.553 0.357 0.11
H 8.535794 -1.598426 -0.462285 -0.080 0.584 0.019 0.13
H 8.415387 -1.995669 -2.175634 -0.118 0.204 -0.461 0.12
H 11.070591 -3.913695 1.576931 0.312 -0.166 0.416 0.09
H 9.485115 -4.315596 0.873468 -0.078 -0.593 -0.008 0.07
H 9.621148 -2.918505 1.877825 0.061 0.280 0.576 0.09
H 2.140313 -1.576442 -3.681947 -0.280 -0.418 -0.494 0.13
H 2.930295 -0.200891 -3.037439 0.574 0.064 -0.015 0.12
H 1.538520 0.706691 -4.532989 0.306 0.545 -0.348 0.10
H 0.150089 -0.960709 -5.201423 0.114 -0.322 -0.382 0.09
H -0.877879 0.337395 -4.653121 -0.402 0.122 -0.240 0.04
H -0.692338 -1.099405 -3.670334 -0.186 -0.311 0.306 0.05
C -2.632058 1.560321 -7.760248 -0.057 0.038 -0.069 -2.06
Cl -2.541741 -0.150288 -7.317724 0.006 -0.050 0.017 0.52
Cl -1.525352 2.488471 -6.735540 0.031 0.014 0.041 0.51
Cl -2.172426 1.755292 -9.449121 0.021 -0.006 0.017 0.54
Cl -4.278204 2.141479 -7.522282 0.009 -0.002 0.031 0.54
C -6.062293 3.172862 -1.547538 -0.004 0.006 -0.057 -2.03
Cl -6.410814 1.504807 -2.014749 0.022 -0.022 0.003 0.53
Cl -5.652444 3.227230 0.171560 -0.045 -0.120 -0.443 0.60
Cl -4.696762 3.777035 -2.494867 0.035 -0.010 -0.005 0.52
Cl -7.477853 4.178284 -1.845418 0.016 0.001 0.009 0.55
C 1.770936 1.094628 4.632988 -0.037 0.174 0.193 -2.05
Cl 1.639999 -0.617014 4.188432 0.002 -0.061 -0.123 0.52
Cl 2.044918 1.229697 6.363614 -0.001 -0.042 -0.013 0.56
Cl 3.140983 1.823974 3.773097 -0.044 -0.051 -0.117 0.52
Cl 0.277600 1.931753 4.200408 0.020 -0.056 -0.057 0.52
C -5.039595 8.824992 1.471182 -0.005 0.078 0.021 -2.05
Cl -5.339651 7.151611 0.987188 0.007 -0.058 -0.138 0.55
Cl -4.624329 8.868049 3.187095 0.005 -0.022 0.023 0.53
Cl -3.703299 9.480064 0.523165 0.008 -0.010 -0.002 0.53
Cl -6.490831 9.786075 1.190434 -0.006 -0.009 0.002 0.54

98
Properties=species:S:1:pos:R:3:forces:R:3:lowdin_spin:R:1 method="wB97M-V/def2-TZVPD" e_homo_ev="-10.364 / -10.364" lumo_ev="-3.38 / -5.70" s_squared=0.90 de_lowest_kcal_mol=11.6 charge=+1 spin_multiplicity=2
Cr -0.365819 -0.980835 -0.110831 -1.704 -0.718 0.373 0.00
C 1.006190 1.688343 2.245466 0.000 -0.093 0.106 0.00
C 0.128704 0.746765 3.076812 0.032 0.184 -0.363 0.01
C 0.608984 0.679394 4.523016 -0.072 0.008 0.035 0.00
P 0.021787 -0.918597 2.283418 -0.022 0.045 0.050 0.02
C -1.135998 -1.861829 3.391412 0.086 -0.268 -0.184 0.00
C -0.481843 -2.718743 4.476547 -0.078 0.085 0.054 0.00
C -2.158602 -2.688889 2.600170 -0.093 0.161 0.042 0.00
C 1.775407 -1.410579 2.235126 0.131 0.372 -0.027 0.08
C 2.520597 -1.952066 3.261004 -0.048 -0.119 -0.054 0.01
C 3.894574 -2.184288 3.128829 0.047 -0.040 0.064 0.12
C 4.669998 -2.853463 4.222458 -0.044 0.022 -0.062 0.02
C 4.520225 -1.819029 1.935567 0.052 -0.029 0.023 -0.01
C 3.817451 -1.251775 0.901366 -0.025 -0.047 -0.087 0.09
C 2.433579 -1.018851 1.023584 -0.424 0.134 -0.140 0.03
N 1.652199 -0.578049 -0.032355 0.525 0.496 0.200 0.35
C 2.258976 0.020465 -1.136825 0.021 -0.097 -0.032 0.03
C 3.324001 0.924314 -0.995569 -0.068 0.014 -0.015 0.06
C 3.946306 1.439056 -2.110886 0.019 -0.037 -0.105 -0.01
C 3.553849 1.050650 -3.395669 0.039 0.030 -0.030 0.08
C 4.276054 1.573781 -4.605988 -0.079 0.019 0.094 0.01
C 2.446816 0.210316 -3.525927 0.054 -0.015 0.033 0.00
C 1.768644 -0.282513 -2.423497 0.005 -0.120 -0.076 0.06
P 0.099755 -1.031480 -2.498825 0.075 0.658 -0.051 0.01
C -0.242487 -2.303672 -3.809864 0.208 -0.097 0.109 0.00
C -0.028124 -3.779236 -3.498764 -0.039 -0.042 -0.034 0.00
C 0.442453 -1.957360 -5.134654 -0.131 -0.015 -0.034 0.00
C -0.791997 0.434162 -3.227820 -0.332 0.139 0.443 0.00
C -0.493078 1.718116 -2.439530 0.108 -0.134 -0.052 0.00
C -2.310561 0.197957 -3.260977 0.137 -0.112 -0.148 0.00
H 0.930823 2.701979 2.638237 -0.037 -0.001 -0.006 0.00
H 0.699072 1.716859 1.199418 0.007 0.056 -0.020 0.00
H 2.055004 1.383539 2.302088 -0.029 0.015 -0.017 0.00
H -0.900915 1.119683 3.054977 -0.017 0.030 -0.034 0.00
H 1.590042 0.207133 4.596717 0.005 0.022 -0.001 0.00
H -0.087994 0.146756 5.169456 0.019 -0.012 0.003 0.00
H 0.704572 1.696169 4.907434 -0.010 -0.012 0.018 0.00
H -1.686896 -1.037621 3.856238 0.085 0.073 0.078 0.00
H 0.086578 -3.537959 4.036563 -0.001 0.013 -0.004 0.00
H -1.274846 -3.156017 5.085947 0.028 -0.017 -0.015 0.00
H 0.156598 -2.140690 5.144974 0.009 -0.026 -0.015 0.00
H -1.711843 -3.571303 2.157639 0.010 -0.030 -0.002 0.00
H -2.640760 -2.110267 1.812182 -0.002 0.019 -0.009 0.00
H -2.935642 -3.024730 3.289931 0.022 0.037 0.008 0.00
H 2.037537 -2.237487 4.183525 0.014 0.005 0.009 0.00
H 4.081527 -2.944746 5.133006 0.012 0.011 0.011 0.00
H 5.586250 -2.305878 4.444744 -0.005 -0.002 0.005 0.00
H 4.958596 -3.857954 3.905072 0.004 0.000 0.008 0.01
H 5.575633 -2.024033 1.803499 -0.015 -0.004 0.018 0.00
H 4.310366 -1.055780 -0.039388 0.002 -0.048 0.023 0.00
H 3.624370 1.241117 -0.004805 0.015 -0.030 -0.012 0.00
H 4.759671 2.145517 -1.994057 -0.019 -0.017 0.009 0.00
H 5.351183 1.605794 -4.430668 -0.010 -0.020 -0.028 0.00
H 3.953475 2.593627 -4.830191 0.000 -0.022 -0.002 0.01
H 4.079081 0.958983 -5.482740 0.016 0.008 0.015 0.00
H 2.105175 -0.050561 -4.518350 0.019 0.073 -0.005 0.00
H -1.322113 -2.162840 -3.903637 -0.016 0.119 -0.062 0.00
H 1.022885 -4.054916 -3.547246 -0.015 0.012 0.042 0.00
H -0.571303 -4.356828 -4.250428 0.044 0.034 -0.036 0.00
H -0.413169 -4.067433 -2.529721 -0.089 -0.014 -0.053 0.00
H 1.518581 -2.119020 -5.061848 -0.017 -0.015 -0.006 0.00
H 0.249335 -0.943173 -5.482287 0.024 0.001 -0.007 0.00
H 0.059407 -2.635251 -5.898644 0.034 -0.010 -0.004 0.00
H -0.421626 0.548586 -4.247367 0.059 0.028 -0.024 0.00
H -0.792261 1.615550 -1.393001 -0.076 0.083 -0.021 0.00
H -1.070457 2.542624 -2.861826 -0.019 -0.025 0.038 0.00
H 0.559522 2.001408 -2.475408 -0.007 -0.010 -0.001 0.00
H -2.679644 -0.140268 -2.293840 -0.047 0.050 0.017 0.00
H -2.602127 -0.530852 -4.017429 -0.005 0.016 0.007 0.00
H -2.818287 1.134373 -3.497439 0.011 -0.010 -0.007 0.00
C -4.780253 3.459373 -1.223670 -0.165 0.072 0.172 0.00
C -5.472705 2.337616 -0.421145 0.335 -0.076 -0.133 0.00
S -4.325851 0.971371 -0.046034 -0.247 0.257 0.106 0.00
C -3.761246 1.433458 1.621409 -0.134 -0.008 -0.252 0.00
C -3.379823 2.886956 1.840402 0.177 0.022 0.020 0.00
S -1.934870 3.409538 0.869328 -0.009 -0.038 -0.081 0.00
C -2.264070 5.192853 0.708375 0.037 -0.113 -0.120 0.00
C -3.110867 5.595903 -0.496138 -0.119 -0.098 0.269 0.00
S -4.855656 5.093691 -0.410413 0.035 -0.001 -0.154 0.00
H -5.224220 3.563361 -2.212995 -0.024 -0.062 0.012 0.00
H -3.727663 3.213627 -1.333630 0.008 0.005 -0.090 0.00
H -6.279524 1.891621 -0.999694 -0.047 0.029 0.039 0.00
H -5.891934 2.708620 0.513423 -0.108 -0.014 -0.042 0.00
H -2.911128 0.769174 1.787716 -0.009 -0.028 0.140 0.00
H -4.550524 1.177248 2.329893 0.067 -0.050 0.063 0.00
H -3.149953 3.037362 2.897931 -0.066 -0.001 0.009 0.00
H -4.197062 3.551482 1.572540 -0.076 -0.024 0.068 0.00
H -1.278179 5.654729 0.625369 -0.023 0.036 0.049 0.00
H -2.722552 5.531885 1.637575 0.045 0.071 -0.010 0.00
H -2.693445 5.194006 -1.419156 0.053 0.103 -0.019 0.00
H -3.128693 6.684670 -0.567770 0.057 -0.010 -0.043 0.00
F 1.655053 -3.040675 -1.488732 -0.003 0.367 -0.283 0.00
Te 0.696444 -3.460676 0.168078 1.593 -2.221 -0.730 0.00
F 2.388700 -4.199246 0.542739 0.425 0.236 0.508 0.00
F 0.404554 -5.044376 -0.738339 -0.283 -0.091 0.077 0.00
F -1.202518 -3.138109 -0.393772 -0.508 0.699 -0.073 0.00
F 0.198565 -4.467529 1.685759 -0.402 -0.022 0.543 0.00
O -1.783981 -0.394084 -0.107196 1.011 0.194 -0.097 0.01